Here is a structure of composition C38H76AlBFMgN3O17P2S2 at a distorted geometry from the OMol25 dataset. Energies are from ωB97M-V/def2-TZVPD.

Element x y z (Å)
H 5.1256 3.7770 -2.4149
B -1.3748 1.5801 -2.0300
C -5.1385 6.6877 -0.8673
H 2.1849 -1.0191 -4.5176
C 1.3914 -2.3722 1.7863
H -6.9743 2.6346 6.1361
O -2.3201 2.0425 -0.9916
H 2.6747 -3.4054 -5.7719
H -4.2814 -2.2790 6.7426
H 4.1340 1.7514 -4.2741
C 2.5386 -5.9741 2.2059
P -4.1573 0.7826 5.1720
H -5.3964 -1.0474 7.3726
C 4.2638 2.9088 -4.3759
C -5.7703 4.5730 -5.4857
C 6.7476 -0.6208 -4.5777
O -1.5214 2.6467 -3.0698
H 6.7306 -1.1503 -3.6247
N 1.5661 -3.7893 1.4693
H 3.0624 2.7212 -0.9411
H -8.1185 -6.2019 9.8374
H 6.1534 -4.7148 -2.0819
C 0.8465 2.6713 -2.1982
C 0.4875 -4.3912 0.7000
C 3.2454 2.4303 -2.0366
C -5.6337 6.9804 0.5524
H 5.3150 3.0675 -4.8110
H 2.9467 -4.0566 3.0122
C 0.5531 4.6499 -5.6562
H 1.1681 -1.8202 0.8661
O 0.0064 1.7179 -1.4571
C 0.8054 4.1594 -1.5694
H 1.7072 -6.6025 1.8765
H -3.4932 3.3988 4.3770
Al -4.0482 -1.6171 0.1448
H -1.3867 -5.4577 0.8440
C 0.3498 -2.0077 2.8433
H 3.4190 3.2637 -5.0962
C -6.7069 -4.6103 10.2089
C 11.1419 0.6961 -3.4680
H -1.4096 0.4468 -2.3932
H 0.2269 -3.7369 -0.1392
O -5.1109 1.8078 5.9544
H -0.6656 -2.0935 2.4545
H 2.5011 3.8530 1.0989
O 3.5189 -4.1055 -2.7246
H -5.4451 -1.5085 5.6482
H -7.0683 -4.3823 11.2057
C -6.5043 1.7568 5.6894
H 7.5708 -3.6767 -2.3409
C 1.5752 1.7086 1.3087
N -5.1509 -4.1232 8.4401
C -2.8691 0.9190 -0.2443
H -5.3027 -5.2699 6.7378
H -6.9398 0.8575 6.1306
H 2.1546 1.2971 0.3934
N -4.2591 3.5418 -4.2179
C -6.7903 -5.8739 8.1765
O 10.0092 1.0317 -5.8060
C 3.6311 -3.9242 -5.6766
C -5.0954 3.3835 -5.2895
O 9.8568 -1.2202 -4.6861
C 0.2117 3.8663 -4.6461
H 1.8737 -0.6021 -2.8182
H -5.6771 5.8456 -1.3081
C -4.3414 0.6120 -0.8817
H -3.6386 2.8338 -3.8492
C 2.0770 -4.5715 2.5913
H 7.3457 -1.2189 -5.2694
H -5.6507 6.4948 -4.3569
H 2.0996 1.2776 2.2584
F -2.1771 -6.9281 2.1865
H 1.2105 3.6277 2.4057
H 12.0976 0.3387 -3.8527
H -4.4568 1.1766 -1.8911
C -2.7317 2.6518 4.1407
H -2.1796 -0.0070 -0.2250
H 2.9923 -6.4640 3.0717
H -3.8180 5.1275 -2.8668
H 11.1535 1.7820 -3.3824
H -1.4229 -3.8890 1.6343
O 8.6069 0.7299 -3.7657
O -6.5442 6.2309 0.9611
H 6.6682 1.3525 -3.7617
H -5.1403 2.4444 -5.8216
S 9.8854 0.2197 -4.6215
H -3.0050 1.3028 0.8432
H -2.8864 2.2720 3.1282
O 4.5426 -3.1385 -4.9249
H -5.2894 7.5654 -1.5000
H 5.7309 -0.5674 -4.9750
H 10.9327 0.2293 -2.5053
H 3.9229 1.4789 -2.0627
H 0.4841 1.2956 1.2867
C -4.3936 4.8062 -3.7221
H 0.0801 1.7940 -4.0422
H 3.2877 -5.9393 1.4099
H -1.7484 3.1207 4.1952
H 2.3593 -1.9786 2.1178
H -6.5008 4.7651 -6.2582
P 4.2918 -2.9988 -3.3461
O -5.0570 7.9345 1.1140
O 5.7683 -2.8027 -2.7686
H 7.3985 1.2922 -5.3635
H 0.4859 -0.9658 3.1471
H 3.4241 4.4899 -2.9981
C -0.1533 2.8015 -3.5108
O -3.8215 -0.3475 6.2527
H -4.0735 6.4452 -0.8442
C -4.7938 -1.3440 6.5107
C -5.3278 5.4732 -4.4963
Mg -7.5208 -5.7080 11.9326
C 2.2849 -1.3626 -3.4852
O 2.0463 2.1694 -2.8203
S 0.1836 4.0471 0.2149
H 1.8047 4.7273 -1.5895
H -7.2169 -6.6506 7.5541
H -5.1447 0.9339 -0.1233
H 4.0496 -4.0828 -6.6722
H -4.4284 -0.5431 -1.0850
H -6.6948 1.7755 4.6142
H 6.7203 -4.3636 -3.7409
C -7.2863 -5.6193 9.4453
H 0.4347 -2.6216 3.7425
H 3.4824 -4.8992 -5.2077
C -0.7952 -4.7632 1.4512
C 7.3321 0.7687 -4.4052
H 1.7180 -2.2876 -3.3508
H 1.3381 -4.6533 3.3974
C 1.4997 3.3318 1.3133
C 4.0960 3.5582 -2.8738
C 6.5930 -3.9575 -2.7346
H 0.8724 -5.2975 0.2195
O -2.7788 1.5855 5.0755
H 0.0319 4.8590 -2.0927
H -5.1697 -3.0974 10.2205
C -5.7286 -5.1061 7.7227
H 0.7778 5.0827 -6.7071
H -0.5964 -5.2562 2.4048
C -5.6513 -3.8954 9.6644
O 3.6567 -1.5385 -3.1796
O -4.6879 0.2853 3.8745

Results
Kohn-Sham gap ... 1.13 eV
E_HOMO ... -10.69 eV
Total charge ... +2

***

Here is a structure of composition C38H76Cl4F3FeN7O9S2 at a distorted geometry from the OMol25 dataset. Energies are from ωB97M-V/def2-TZVPD.

Element x y z (Å)
H 0.3189 3.4711 3.7155
H 1.1877 -1.8294 3.5606
H -1.5802 -0.9600 -4.9564
H 4.4256 0.2124 3.8518
C 1.3234 -3.2240 0.8192
C 3.6221 1.3483 -0.6832
H 2.6934 0.1468 3.7392
H 4.6380 -3.6966 6.3469
C 5.2726 1.9950 0.7123
H 0.1546 6.9509 0.1617
C -0.0915 -7.3379 -2.9330
C -3.1944 -4.6910 -5.4792
H 0.3059 -1.8062 -3.2887
H 0.7971 -6.3870 -5.1611
H -2.1938 2.0178 -2.7955
C -2.7770 5.4382 -0.3702
C 1.2318 4.0666 3.7164
H 0.3620 -1.5094 -0.8533
H 2.7132 1.0228 -1.1673
Cl -6.3311 -2.7248 3.9389
H 0.3335 5.9141 3.7811
H 0.2681 0.6615 -2.2998
H 2.3543 -2.7548 7.0977
H -2.2438 -0.8126 -2.9490
H -3.8650 -1.2540 -3.1916
H -1.3932 -2.4300 -5.8769
N -2.5518 -2.6080 -4.1354
C -1.5392 3.6096 -0.8591
H 1.2156 3.5101 0.9133
C -3.5879 -3.6922 -4.3521
C 3.7466 -4.3219 6.2986
H -3.6924 -4.3416 -3.4830
C 5.8476 1.5947 -0.4876
Cl -4.7959 -5.0377 4.4548
Fe -1.5653 4.5007 1.8468
H 2.2728 -2.7707 1.1039
C -2.7969 3.2032 -0.2885
H 1.7056 4.1087 4.6971
H -4.2488 -0.9295 -5.8143
H -4.5416 -3.1945 -4.5281
H -3.3190 6.3662 -0.2632
H 1.3145 -4.1810 1.3409
N 0.3119 5.3509 1.7184
H 0.7885 -7.5592 -2.3291
C 1.3465 -4.2802 -4.6308
C 1.1189 -5.7596 -4.3299
H -0.7430 -1.2350 5.1162
H 0.5534 -2.6061 1.2812
C -0.1598 1.0373 -3.2175
H 3.7547 -0.9871 2.8967
H -0.3111 -3.3382 -2.7094
C 0.9508 5.3996 3.0447
C 3.5812 -0.4769 3.8441
C -1.4517 2.0159 -4.7936
H 5.8821 2.2300 1.5723
H 1.4089 0.6153 -4.6148
H 0.0045 1.5674 -6.4353
H -0.0897 -7.9917 -3.8052
N 4.8379 1.2001 -1.3796
O -0.8321 2.6894 1.6912
H 4.9831 0.8847 -2.3280
H 2.0207 -1.7121 -1.4291
C 0.2764 -1.4203 5.4546
C -1.7663 0.0742 1.8785
H 3.2576 4.6491 -0.1438
C -4.8386 -3.5840 3.5029
H -0.9547 -7.6124 -2.3266
H 3.1410 1.8738 1.4073
H 3.6178 -4.9624 7.1712
O 0.1030 1.0549 0.0692
F -1.3104 -1.1521 2.3129
H -0.8061 3.0307 -1.4010
N 2.5150 -2.6030 4.9645
C 3.8755 1.7863 0.6204
H 0.7852 -0.4692 5.6120
C 0.5415 -2.6612 -2.6551
F -2.5852 -0.0016 0.8590
H 0.8704 4.7528 -0.1721
H 2.8318 6.1927 0.7485
H 1.9674 -4.2360 -2.6615
H 3.7210 -5.0469 5.4851
H 2.0790 -6.1208 -3.9613
H -4.5525 4.2982 0.1032
H 3.1940 -0.8143 5.9774
H 3.3974 4.7717 1.5457
H -3.2724 2.2360 -0.2192
H 1.9408 3.4607 3.1522
H -1.0913 7.3425 2.9122
H -3.9009 -5.5105 -5.6112
H -2.2789 2.5345 -5.2554
S -0.2975 1.3084 1.4750
O 1.1642 -3.4212 -0.5620
H -3.5598 -2.0966 -7.0104
H 6.8835 1.5474 -0.7894
H 0.4357 -3.8261 -5.0212
C -2.8879 -1.6911 -2.9863
S -3.0660 4.7702 3.5898
O -1.6929 4.5148 3.8174
H -3.1744 -1.5909 -0.9402
H 1.8627 5.9811 2.9084
C 3.4247 -1.4095 5.0939
O -2.8573 5.7758 2.5688
C -2.9354 -2.3754 -1.6582
C -0.2914 1.5798 -5.3967
C -1.6108 5.0046 -0.9435
C 2.5325 -3.3715 6.2168
H 4.4377 -1.7863 5.2353
H -3.6808 -3.1701 -1.6257
Cl -3.4391 -2.4657 3.9191
O -4.1056 4.8931 4.6196
H -0.9487 5.6515 -1.4998
O 0.8080 0.9444 2.3701
C 0.1972 6.7844 1.2381
H 2.4408 -2.8637 -3.4478
O 0.0947 -6.0268 -3.3776
N 0.4892 0.9924 -4.4359
F -2.4219 0.5447 2.9599
H 1.7111 -4.0878 6.1998
O -3.1357 3.7686 2.5959
C -1.3808 1.7392 -3.4496
H -2.0111 -2.8931 -1.4018
H 0.1013 -1.8848 6.4249
Cl -4.9289 -4.1619 1.8207
C -2.1193 -1.8324 -5.3257
H -3.0403 -4.2467 -6.4625
H -0.6364 8.6690 2.0106
C -3.3412 -1.3416 -6.2552
H -1.7727 7.5969 1.2634
H -2.9002 -0.5548 -6.8672
C 1.0652 -2.2180 -1.2907
N -3.5564 4.3052 -0.0636
C 2.7707 5.1048 0.7184
C 1.1422 -2.3352 4.5251
H 0.5710 -3.2559 4.4063
C 1.3162 4.5904 0.8092
C -0.8734 7.6133 1.8791
H 2.1769 -3.9834 -5.2713
N 1.6748 -3.5033 -3.2920
H 1.1205 7.3212 1.4556
H -2.2637 -5.1589 -5.1584

Results
<S²> ... 8.7584
Kohn-Sham gap (alpha / beta) ... 6.69 / 6.22 eV
E_HOMO (alpha / beta) ... -9.58 / -9.58 eV
Spin multiplicity ... 6
Total charge ... +1

***

Here is a structure of composition C38H78F12NO18S2 at a distorted geometry from the OMol25 dataset. Energies are from ωB97M-V/def2-TZVPD.

Element x y z (Å)
H 4.4504 -3.5385 8.0752
H 8.4965 -1.4877 -3.0824
O -2.8857 -6.9541 -2.5242
H -6.3094 -1.0458 -6.1359
H 2.3085 0.8003 -0.9136
H -3.8118 6.9976 2.9555
H -8.7117 11.9676 7.0023
C 8.1069 -0.8390 -3.8697
H -4.1585 -3.0702 -4.2663
C 9.4720 -6.4167 -4.7422
O 4.3518 -4.9329 6.5859
H -4.6524 -0.9445 -5.5015
F 0.2780 2.5581 0.8424
H -7.7536 -3.3748 -5.2434
C -4.9835 7.2427 5.7847
H -3.3305 -8.7661 -1.6920
C -8.6085 13.9338 5.3872
H -2.3999 -0.6005 0.2931
H 11.0132 -1.8440 -5.7854
O 7.3171 -1.6308 -4.7471
H -9.0215 14.2498 6.3508
O 1.0903 -1.5891 -2.0903
H -6.0537 7.0778 5.9481
H 4.0170 -1.1691 0.8242
H -5.9810 -1.5325 -4.4635
O -6.6484 -3.8405 -3.5307
H -8.4304 -2.8571 -3.6896
H 7.4837 -3.9429 -5.1071
H 1.8600 -6.3514 4.8197
H 1.0880 -7.5595 -2.1555
F -3.0471 3.9602 0.1263
C -4.3131 5.9857 5.2409
F -0.7232 5.5477 -0.0702
H 0.2532 -8.3674 -0.8114
C -9.4337 11.8658 6.1880
H 7.1579 0.1012 -5.8914
H 2.8046 -3.0341 5.7592
C 8.0205 -1.5023 -7.0794
H -5.1760 -5.2435 -3.6216
H -8.9907 14.6133 4.6191
C 3.0890 -0.9555 0.1834
O -5.3359 -2.8353 -5.9696
C -0.8782 -5.6070 -2.1739
C 3.5287 -5.9989 6.1157
C 1.7426 -3.2786 5.6907
H 7.8398 -6.7242 -2.4075
C -2.7254 1.5707 0.0357
C -5.5791 -1.5246 -5.4799
C -5.8847 8.6221 4.0867
H -6.6637 9.1374 4.6564
H -3.2355 6.1367 5.1171
H -3.2937 5.2976 2.7598
C 0.1219 -7.6888 -1.6566
F -1.5560 3.1792 -1.3896
H 10.2355 -6.6870 -4.0096
H -4.5308 7.4905 6.7499
H 2.8392 -4.9600 4.3346
H -8.4800 -4.5762 -4.1341
H 4.4141 -5.2279 8.6275
H -10.4227 12.1779 6.5354
O 6.4054 -6.9013 -3.9197
H -5.0843 12.0975 5.4409
F 5.6464 1.3277 -2.9148
H -3.9827 -4.2917 -5.5343
C -0.4470 4.8417 1.0888
C -2.4006 -5.6557 -2.1702
H 2.9249 -4.4395 8.0338
H 1.2083 -2.7207 6.4623
C -7.0857 14.0119 5.3923
F 5.7132 0.9120 0.0338
C 4.5658 1.5879 -2.0559
O -6.5252 13.2040 6.4227
H -9.4788 10.8145 5.8965
H 6.0509 -1.2217 -6.2850
H 5.4654 -5.2407 -4.6280
O -4.9081 5.5648 4.0176
C -6.0496 11.9553 5.9362
F 0.9545 4.8927 1.2436
C 4.0065 -4.5204 7.8988
F -1.3684 2.9964 2.3350
C 7.0797 -0.9858 -5.9957
O 1.4987 -4.6663 5.8993
O -1.1261 -2.4657 -1.6237
C 4.5541 1.0586 -0.7595
H 6.1791 -7.1291 -1.8803
C -4.7074 -3.6715 -4.9984
H 9.5322 -2.7578 -5.4539
H -0.4770 -5.8790 -3.1567
C -3.2626 -7.7185 -1.3899
C 3.1453 0.6043 -0.1620
H 7.1824 -8.3437 -2.7000
H 2.9485 1.2746 0.7330
H 4.1763 -6.6714 5.5445
O 8.8153 -5.2444 -4.2856
F -0.9665 5.4217 2.2444
C 6.9345 -7.2816 -2.6573
C -4.1525 5.9625 2.8803
H -4.4564 5.1742 5.9616
H 10.3794 -2.9557 -7.0171
C 7.5709 -5.0218 -4.9501
H 1.3568 -2.9811 4.7119
F 3.4535 2.3419 -2.4529
H -6.2354 -5.2180 -5.0383
H 9.9589 -6.2175 -5.7016
H -6.7548 11.4893 5.2452
H -6.2950 7.7073 3.6518
H -1.2634 0.4566 1.2476
O -9.0643 12.6264 5.0469
O 9.3761 -1.1627 -6.8009
H -4.2433 -7.3904 -1.0325
C -0.7189 0.1189 -0.9649
H -2.5336 -7.6393 -0.5794
N 0.4115 -2.2589 0.4416
H -4.7912 5.8712 2.0002
H 6.3761 -4.9710 -3.1360
H 8.7835 -7.2589 -4.8501
H -2.8018 -5.3432 -1.2009
H 8.9523 -0.3733 -4.3828
H 3.1125 -6.5660 6.9554
H 0.1445 0.8557 -0.9899
O -0.3266 -6.4405 -1.1538
S 1.6155 -1.3493 1.2265
H -5.9096 11.2893 6.7891
O -4.7704 8.3629 4.9278
H -0.5957 -8.1337 -2.3500
F -3.6245 1.3846 -1.0532
H 7.9110 -2.5841 -7.2124
C 6.3929 -5.4866 -4.1016
C -1.7537 0.3370 0.2211
H -6.7898 15.0454 5.6002
H 7.5641 -5.5063 -5.9327
H -0.5638 -4.5860 -1.9568
S -0.0109 -1.5837 -1.0588
H 7.7589 -1.0207 -8.0272
H -1.2954 0.2848 -1.9432
H 7.4862 -0.0651 -3.4127
F -3.5670 1.6023 1.1891
H 3.1988 -1.6314 -0.7284
H -6.6746 13.7363 4.4154
C -7.8884 -3.6570 -4.1970
O 1.1113 -0.0740 1.8755
C 10.1018 -2.2451 -6.2317
H -5.5551 9.2722 3.2736
C -2.0165 2.9937 -0.0711
C 2.4225 -5.4909 5.1968
C -5.7153 -4.5857 -4.3107
C -0.9148 3.2917 1.0323
O 2.1297 -2.2194 2.3634
H -2.7736 -4.9602 -2.9278

Results
Kohn-Sham gap ... 8.65 eV
E_HOMO ... -6.81 eV
Total charge ... -1

***

Number 1: E -4982.045203 Eh, M 1054.2 g mol⁻¹. Number 2: E -6753.888876 Eh, M 1093.9 g mol⁻¹. Number 3: E -4898.111761 Eh, M 1129.1 g mol⁻¹.